Record 1
71
Properties=species:S:1:pos:R:3:forces:R:3 method="wB97M-V/def2-TZVPD" lumo_ev=0.42 smiles="O=S(=O)(F)N(CCCS)C(F)(F)C(F)(F)C(F)(F)C(F)(F)C(F)(F)C(F)(F)C(F)(F)C(F)(F)F.CCOCC.CCOCC"
O -2.83867 3.01308 -2.16558 -0.06 -0.23 -0.01
S -2.66187 1.71465 -2.70904 0.26 0.09 0.14
O -2.59290 0.55492 -1.90059 -0.02 0.25 -0.02
F -3.82931 1.49577 -3.70845 -0.28 -0.10 0.05
N -1.43216 1.69325 -3.83647 0.19 0.20 0.10
C -1.77130 1.94893 -5.26261 -0.26 0.19 -0.44
C -1.93920 3.43738 -5.63988 -0.34 -0.22 -0.32
C -3.31881 3.74800 -6.26268 0.04 -0.15 0.21
S -3.99128 5.36497 -5.79286 0.10 0.14 -0.21
C -0.15364 2.23196 -3.41470 0.17 -0.34 -0.46
F -0.23758 3.47783 -2.90178 -0.02 -0.18 -0.09
F 0.59128 2.32002 -4.54259 -0.07 0.09 0.40
C 0.67421 1.29584 -2.41999 0.18 -0.11 -0.07
F 0.13565 0.06621 -2.42954 0.05 0.24 -0.01
F 1.94081 1.21456 -2.88782 -0.25 -0.02 0.11
C 0.78795 1.83329 -0.96772 -0.09 0.06 0.06
F 1.42253 3.01359 -1.01737 0.00 -0.03 0.07
F -0.45488 2.04885 -0.49249 -0.02 -0.12 0.03
C 1.60168 0.89683 0.01863 0.18 0.09 -0.03
F 2.79831 1.48629 0.21055 -0.20 -0.18 0.01
F 1.82554 -0.31864 -0.52229 -0.11 0.17 0.09
C 0.99137 0.67234 1.44645 0.20 -0.20 0.12
F 0.62812 1.85355 1.97656 -0.04 -0.11 -0.23
F 2.00727 0.18892 2.19510 -0.21 0.11 -0.08
C -0.16592 -0.39724 1.51814 0.26 -0.15 0.23
F -0.84832 -0.44366 0.36566 -0.08 0.15 -0.13
F 0.42569 -1.59711 1.69769 -0.08 0.19 -0.13
C -1.17179 -0.23008 2.70332 -0.15 -0.24 -0.22
F -0.49284 0.14451 3.79387 0.08 0.13 0.11
F -1.70977 -1.44595 2.93371 0.06 0.07 0.03
C -2.38221 0.72444 2.47282 0.31 -0.09 0.07
F -3.26549 0.15072 1.67956 -0.29 -0.27 -0.33
F -2.01253 1.87347 1.93449 0.23 0.38 -0.19
F -2.95216 0.96980 3.64150 -0.16 0.02 0.40
H -2.69502 1.42508 -5.46907 0.01 -0.15 0.08
H -1.02577 1.45194 -5.88012 0.10 0.09 0.25
H -1.17697 3.69527 -6.37409 0.14 0.22 0.24
H -1.81703 4.05967 -4.75665 0.19 0.01 0.00
H -4.05489 2.99193 -5.99044 0.04 -0.05 0.00
H -3.25583 3.76061 -7.35046 -0.06 0.00 0.01
H -3.80175 5.21558 -4.47850 -0.05 -0.03 0.13
C -2.93133 -5.73488 2.24444 -0.03 0.09 0.01
C -3.57469 -5.89596 0.87718 0.06 -0.07 0.01
O -4.47868 -4.86205 0.53561 -0.07 -0.01 -0.02
C -3.93501 -3.55479 0.48824 0.03 0.09 0.04
C -2.81166 -3.37912 -0.51846 0.01 -0.05 -0.02
H -3.69514 -5.66571 3.01995 0.00 -0.01 0.01
H -2.29454 -6.59391 2.45820 -0.01 -0.02 0.00
H -2.30969 -4.84031 2.30340 0.04 -0.02 -0.02
H -4.17243 -6.80748 0.85881 -0.02 0.01 -0.01
H -2.80467 -6.00686 0.10474 0.02 0.04 0.01
H -3.60457 -3.23973 1.48508 0.03 -0.02 0.00
H -4.77234 -2.91135 0.21791 -0.02 -0.02 0.00
H -1.94373 -3.99529 -0.27868 0.02 0.04 0.04
H -2.48813 -2.33730 -0.52797 -0.02 0.00 -0.03
H -3.14827 -3.64729 -1.52111 -0.01 0.01 0.00
C 4.46320 1.00328 4.23405 0.15 0.06 0.09
C 5.21101 0.48415 3.01794 -0.10 -0.05 -0.02
O 6.58926 0.80854 2.99958 0.03 0.04 -0.06
C 7.35937 0.31757 4.08077 0.04 -0.01 0.08
C 7.36249 -1.19642 4.20835 -0.06 -0.01 -0.07
H 4.56775 2.08647 4.31241 -0.01 0.00 -0.01
H 3.40588 0.76058 4.15376 -0.05 0.00 -0.02
H 4.83231 0.56353 5.16180 -0.02 -0.04 -0.01
H 4.80392 0.94004 2.11572 0.02 0.01 -0.02
H 5.06789 -0.59829 2.91609 0.01 0.00 0.04
H 7.04044 0.77909 5.02260 -0.03 -0.02 0.00
H 8.37204 0.67012 3.88477 0.00 0.02 -0.01
H 6.36920 -1.59332 4.42120 0.01 0.01 0.05
H 8.02088 -1.49813 5.02359 0.02 0.01 0.00
H 7.71872 -1.65653 3.28574 0.01 0.00 0.00

Record 2
56
Properties=species:S:1:pos:R:3:forces:R:3 method="wB97M-V/def2-TZVPD" lumo_ev=0.53 de_lowest_kj_mol=22.7 smiles="CN(C(=O)c1cc(S(N)(=O)=O)n(C)c1)[C@H]1CCCN(C(=O)C(F)=C2CCC2)CC1"
C -0.37897 -1.49187 0.77901 -0.13 -0.35 -0.21
N -0.76625 -0.68619 -0.38220 0.21 0.55 0.03
C -2.09453 -0.23952 -0.36409 -0.09 -0.26 0.71
O -2.41133 0.92405 -0.20210 0.03 0.07 -0.54
C -3.10969 -1.29764 -0.51435 -0.01 0.02 0.03
C -2.95654 -2.61733 -0.99637 0.01 -0.02 -0.01
C -4.20209 -3.18946 -0.96867 -0.02 -0.02 -0.01
S -4.61711 -4.80481 -1.44384 0.01 0.02 0.00
N -5.55944 -4.56184 -2.78217 0.01 -0.02 -0.01
O -3.38801 -5.44164 -1.80565 -0.01 0.01 0.00
O -5.50233 -5.38497 -0.47592 0.00 0.00 0.00
N -5.11181 -2.27086 -0.48927 0.01 0.00 0.01
C -6.53733 -2.48265 -0.29357 0.00 -0.01 -0.01
C -4.44838 -1.12807 -0.21781 0.01 0.00 -0.01
C 0.20298 0.38258 -0.70393 0.00 -0.03 -0.01
C 0.51537 1.32215 0.47650 -0.03 -0.01 0.01
C 0.74399 2.77569 0.06043 0.02 0.00 0.00
C 1.66140 2.93212 -1.15635 0.01 0.01 -0.01
N 2.71506 1.91573 -1.22885 -0.02 0.00 0.01
C 3.68910 1.75362 -0.29259 0.02 -0.02 -0.03
O 4.29442 0.69664 -0.15735 0.00 0.01 0.00
C 4.04089 2.87661 0.62137 -0.01 -0.04 0.03
F 3.72652 4.14634 0.24388 0.00 0.01 -0.01
C 4.65037 2.69436 1.77857 0.01 0.05 -0.02
C 5.05774 3.64968 2.87483 -0.03 0.01 0.02
C 5.44605 2.41620 3.73927 0.03 0.01 0.02
C 5.13931 1.48581 2.53294 -0.01 -0.03 -0.01
C 2.37840 0.72676 -2.01175 0.01 0.00 -0.01
C 1.46933 -0.25745 -1.27949 0.03 0.02 -0.02
H -1.14889 -2.23101 0.98970 0.00 0.00 -0.01
H 0.54847 -2.02192 0.56892 0.00 0.00 0.00
H -0.24140 -0.87842 1.67405 0.00 0.01 0.00
H -2.05412 -3.09708 -1.33530 0.00 0.00 0.00
H -5.00537 -4.52542 -3.62947 0.00 0.00 0.00
H -6.27674 -5.27617 -2.82935 0.00 0.00 0.01
H -6.97380 -1.54750 0.04631 0.00 0.00 0.00
H -7.00095 -2.77821 -1.23291 0.00 0.00 0.00
H -6.70640 -3.26152 0.44592 0.00 0.00 0.00
H -4.95572 -0.25982 0.16896 0.00 0.00 0.00
H -0.28005 0.96854 -1.49085 -0.02 0.00 0.01
H -0.31841 1.30797 1.17793 0.00 0.00 0.00
H 1.39214 0.94720 1.01413 0.01 0.01 0.00
H -0.21736 3.23849 -0.17551 -0.01 0.00 0.00
H 1.16038 3.32561 0.90782 0.00 0.00 0.00
H 1.08264 2.81459 -2.07187 0.00 0.00 0.00
H 2.09076 3.92843 -1.18853 -0.01 0.01 0.00
H 5.89206 4.29698 2.60201 0.02 -0.02 -0.01
H 4.25471 4.27919 3.25901 0.00 -0.01 0.01
H 6.47631 2.40121 4.08820 0.00 0.00 0.00
H 4.78911 2.26058 4.59268 -0.02 0.00 -0.01
H 4.39863 0.70124 2.68484 -0.01 0.01 0.01
H 6.01278 1.02595 2.07260 0.01 0.02 0.00
H 1.89577 1.07684 -2.92642 0.00 0.00 0.00
H 3.30464 0.22715 -2.28695 0.00 0.00 0.01
H 2.05094 -0.72450 -0.48227 -0.01 0.00 0.01
H 1.18274 -1.04245 -1.98412 -0.01 0.00 0.01

Record 3
58
Properties=species:S:1:pos:R:3:forces:R:3 method="wB97M-V/def2-TZVPD" charge=+3 lumo_ev="-12.36 / -12.34" s_squared=13.0308 spin_multiplicity=7
C 2.91037 -3.35603 2.09912 -0.16 0.06 -0.65
C 3.70578 -2.95339 0.83772 -0.53 0.01 0.39
C 3.62884 -1.45085 0.51182 0.10 -0.40 0.10
C 2.78250 -1.10246 -0.75813 1.31 0.72 0.09
C 3.70419 -0.59844 -1.88256 0.11 0.30 0.10
C 1.73424 -0.10403 -0.33747 -0.17 -1.22 -0.77
C 1.99638 1.25501 -0.17578 1.22 0.68 -0.18
N 3.32701 1.68460 -0.36008 -0.21 0.23 0.70
C 1.00449 2.17281 0.18901 -0.46 0.58 0.05
P 1.48769 3.91903 0.39623 -0.31 0.08 -1.43
O 2.66322 4.39498 -0.55355 -0.81 -0.29 0.04
O 0.28631 4.94899 0.12395 0.32 -0.90 -0.04
S 2.05515 4.07337 2.23278 0.57 -0.01 1.60
C -0.30175 1.70330 0.45004 -0.67 0.67 0.25
C -1.44310 2.61175 0.86119 -0.52 0.02 -0.06
C -1.51728 2.90462 2.38442 -0.09 0.07 -0.96
C -0.53860 0.35094 0.35054 -0.30 -0.07 0.20
C 0.45422 -0.54027 -0.06426 0.14 0.09 0.04
C 0.05394 -1.97129 -0.17728 -1.15 -0.71 -0.08
O 0.72898 -2.93077 0.04622 0.53 0.01 0.12
C -1.38571 -2.22116 -0.56438 -1.25 -0.04 -0.36
P -1.79292 -3.74164 -1.55845 2.41 -2.23 -0.17
O -2.64728 -3.21139 -2.81005 -0.56 1.16 -0.09
I -3.23607 -5.12796 -0.19159 -0.33 0.47 0.28
C -2.33489 -1.38462 -0.16438 0.38 1.47 0.09
N -3.74959 -1.52169 -0.46266 0.59 1.17 0.91
C -4.43851 -0.21784 -0.60737 -0.61 -1.32 0.00
C -5.79644 -0.43653 -1.35558 0.85 0.91 0.71
C -1.86357 -0.23084 0.69978 -0.78 -0.89 -0.21
O -2.56501 0.13494 1.62184 -0.04 0.49 -0.15
H 2.31812 -4.23587 1.87423 0.05 -0.31 0.21
H 2.18199 -2.58448 2.34016 0.01 0.15 0.28
H 3.54768 -3.55812 2.94953 0.03 0.07 0.21
H 3.27446 -3.51348 0.01420 0.24 -0.11 -0.27
H 4.73340 -3.26894 0.96549 0.22 0.00 -0.17
H 4.62483 -1.04454 0.37859 0.16 0.10 -0.13
H 3.23128 -0.94003 1.38823 -0.11 0.12 0.09
H 2.34993 -2.01055 -1.14618 -0.50 -0.06 0.21
H 4.51249 -0.00997 -1.47531 0.20 0.03 0.05
H 4.16762 -1.42644 -2.40630 -0.16 -0.21 -0.15
H 3.18866 0.04458 -2.59725 -0.15 -0.20 -0.28
H 3.61123 2.34882 0.34823 0.21 0.03 -0.12
H 3.51295 2.06086 -1.27808 0.33 -0.29 -0.13
H 2.36985 4.47606 -1.47601 0.40 0.27 -0.14
H -0.19428 4.71250 -0.67930 -0.03 0.40 -0.20
H -1.47157 3.53572 0.27601 0.21 0.04 0.19
H -2.39534 2.09557 0.61271 0.08 -0.16 -0.03
H -0.83449 2.23108 2.88428 0.09 0.05 0.34
H -2.52076 2.69920 2.73320 -0.09 0.04 0.28
H -1.27401 3.94784 2.54328 0.15 0.08 0.37
H -2.71724 -2.25015 -2.79692 -0.43 -0.06 -0.24
H -4.17834 -1.90344 0.38483 -0.10 -0.71 -0.28
H -4.63162 0.22302 0.38010 0.20 0.47 0.20
H -3.71579 0.45977 -1.11909 0.52 -1.27 -0.20
H -5.85997 0.11400 -2.30014 -0.16 -0.25 -0.30
H -5.86751 -1.50329 -1.52170 -0.07 -0.17 -0.49
H -6.61837 -0.14443 -0.70945 -0.21 0.07 -0.03
Tb -4.25781 2.39157 -1.34844 -0.65 0.76 0.23

Record 4
50
Properties=species:S:1:pos:R:3:forces:R:3 method="wB97M-V/def2-TZVPD" lumo_ev=0.57 de_lowest_kj_mol=1567.9 smiles="Cc1c(C)n(C)c2ccc(C(=O)NCCCN3CCCC3)cc12"
C -2.65503 -0.69606 2.87429 -2.13 2.39 -2.47
C -2.74744 -0.35542 1.34945 -4.65 -1.31 2.34
C -3.81835 -0.50994 0.52105 -5.41 -4.61 3.32
C -5.31146 -1.42692 0.88003 5.79 3.82 0.10
N -3.68554 -0.14217 -0.74830 -3.61 -0.94 -0.89
C -4.78421 -0.06083 -1.71753 11.59 -14.38 -0.11
C -2.48075 0.29291 -0.89922 0.69 -0.82 7.14
C -1.86829 1.02421 -1.71676 1.53 3.00 -6.71
C -0.65143 1.47641 -1.31614 -2.36 4.40 -15.91
C 0.00178 1.49007 -0.33455 3.93 -2.07 15.00
C 1.29243 2.11504 -0.15443 1.12 -6.18 7.98
O 1.87951 2.67321 -0.92497 3.85 5.95 -7.16
N 2.11784 1.62393 1.04498 -7.51 -1.89 0.09
C 3.44656 1.73135 1.24917 0.80 -5.23 -11.25
C 4.27283 0.40668 1.06733 2.60 2.27 -2.81
C 3.81473 -0.35240 -0.32690 0.83 1.93 4.70
N 2.49233 -0.94658 0.20490 2.71 -0.20 -4.82
C 2.79618 -2.23901 0.70433 -0.99 -2.86 0.87
C 2.88321 -3.31609 -0.33832 4.38 0.28 -6.64
C 2.35501 -2.82090 -1.72463 1.53 6.10 8.18
C 1.83187 -1.36626 -1.04933 -2.05 2.05 -3.90
C -0.72420 0.86924 0.71451 3.60 0.90 5.04
C -1.90214 0.29371 0.53803 1.92 0.47 -4.38
H -3.45787 -1.32000 3.24265 -0.38 0.11 -0.16
H -1.83458 -1.28490 2.79916 3.10 -1.47 1.23
H -2.62338 0.26687 3.42020 0.51 -0.86 0.05
H -5.48851 -2.11594 0.16464 0.12 -2.99 -1.80
H -5.13383 -1.64952 1.88410 -0.41 -0.94 1.30
H -6.02604 -0.73486 0.70390 -2.58 2.39 0.23
H -5.49906 0.29838 -1.43338 -13.89 7.48 5.76
H -4.34780 0.29988 -2.46660 2.70 3.20 -6.60
H -5.04155 -1.27032 -1.98324 0.40 3.32 0.38
H -2.25273 1.27342 -2.73923 0.46 -0.19 0.99
H 0.00891 2.13613 -1.97475 -1.67 -0.79 -1.06
H 1.75845 0.66345 1.29853 0.37 1.76 -0.24
H 3.82178 2.30136 0.37988 -0.01 0.33 -0.14
H 3.76507 2.23880 1.91801 3.44 5.97 9.38
H 5.47485 0.80916 0.83658 -3.27 -1.36 1.24
H 4.14213 -0.09845 2.00175 0.50 -1.24 0.19
H 4.62724 -1.11059 -0.52728 -1.16 0.71 -0.43
H 3.73612 0.54439 -1.02883 -0.30 -1.82 0.48
H 1.93737 -2.54486 1.25360 -0.82 -0.15 1.06
H 3.63956 -2.48484 1.29566 1.03 1.17 1.16
H 3.99225 -3.44125 -0.92394 -1.97 -0.19 3.05
H 2.50140 -4.26820 -0.29750 -0.74 -2.24 1.62
H 1.59576 -3.04973 -2.23954 -6.06 -3.09 -3.26
H 3.03277 -2.45152 -2.35288 3.30 0.74 -2.49
H 0.77929 -1.36315 -0.82805 -0.77 -0.88 0.18
H 1.77478 -0.51848 -1.94667 0.77 -1.68 2.47
H -0.32297 0.96317 1.82508 -0.81 -0.35 -2.28

Calculated total energy per entry: -3689.8014, -1758.2097, -3427.8019, -979.1569 Eh